Formula: C8H8N2O
Source: the OMol25 dataset
Level of theory: the ωB97M-V functional and the def2-TZVPD basis

Element x y z (Å)
C  1.28583  -2.16425  -2.75592
C  0.21168  -1.97094  -2.24381
C  -0.14869  1.10044  1.27683
C  1.03947  0.92843  0.53550
C  -1.05071  0.20038  0.73955
C  -0.96591  -1.71378  -1.57442
C  2.32885  1.66039  0.65581
C  -2.46376  -0.08961  1.09047
N  0.86475  -0.01278  -0.37966
N  -0.37784  -0.44035  -0.23305
O  -2.09781  -1.99374  -1.54562
H  2.20629  -2.34583  -3.22995
H  -0.32288  1.78093  2.08725
H  2.71319  1.61485  1.67304
H  3.05548  1.21834  -0.02007
H  2.18954  2.70935  0.39103
H  -2.63778  -1.16306  1.10231
H  -2.68778  0.32577  2.06996
H  -3.14192  0.35546  0.36075

Output
Net charge   0
Frontier orbital gap   7.678 eV


Formula: C4H11NO2
Source: the OMol25 dataset
Level of theory: the ωB97M-V functional and the def2-TZVPD basis

Element x y z (Å)
C  -0.06822  1.67881  -0.73540
O  -0.91132  2.77324  -0.37781
C  -0.17870  0.51320  0.23860
C  0.70129  -0.74784  -0.08096
C  1.02459  -1.64359  1.06787
O  0.26903  -1.55061  -1.13270
N  -1.52367  0.00556  0.35719
H  -0.32002  1.34564  -1.74674
H  0.94609  2.06739  -0.68411
H  0.25976  0.83699  1.18612
H  1.61151  -0.31748  -0.51042
H  0.18559  -2.28940  1.35702
H  1.82387  -2.32774  0.83381
H  1.31069  -1.09306  1.96704
H  0.01555  -1.06600  -1.92786
H  -2.10652  0.33594  -0.41671
H  -1.51339  -1.01524  0.29184
H  -1.52613  2.49418  0.31322

Output
Net charge   +1
Multiplicity   2
Frontier orbital gap (alpha / beta)   11.975 / 6.144 eV
<S²>   0.755


Formula: C5H11O2
Source: the OMol25 dataset
Level of theory: the ωB97M-V functional and the def2-TZVPD basis

Element x y z (Å)
C  1.34011  0.93302  -0.80618
O  0.82069  -0.00601  -1.74958
C  1.92738  0.27151  0.42018
C  0.90190  -0.34499  1.36302
H  0.56537  1.63778  -0.51269
H  2.14577  1.43599  -1.33451
H  2.48924  1.03731  0.94604
H  2.65745  -0.47483  0.09326
H  1.38033  -0.73095  2.25229
H  0.37059  -1.16210  0.89907
H  0.14954  0.38531  1.66909
O  -2.41218  -0.63910  1.37933
C  -2.58674  -0.11932  0.29393
C  -2.28472  -0.77039  -0.93930
H  -3.00944  0.90102  0.23506
H  -0.03559  -0.32310  -1.48311
H  -2.55044  -0.26904  -1.85413
H  -1.86926  -1.76210  -0.87177

Output
Net charge   0
Multiplicity   2
Frontier orbital gap (alpha / beta)   11.220 / 8.267 eV
<S²>   0.767


Formula: C22H33N3O6
Source: the OMol25 dataset
Level of theory: the ωB97M-V functional and the def2-TZVPD basis

Element x y z (Å)
C  0.78527  4.28168  -0.70048
H  1.16974  4.64374  0.24990
H  0.87467  5.08061  -1.43237
H  -0.27148  4.05256  -0.57787
C  1.56918  3.05652  -1.16621
C  1.06479  2.56425  -2.52153
H  1.16217  3.35745  -3.25898
H  0.01667  2.27641  -2.47469
H  1.64352  1.70956  -2.86279
H  2.62208  3.33746  -1.27082
C  1.53419  1.94324  -0.10302
N  0.19375  1.44441  0.12416
C  -0.14001  0.92303  1.33840
O  0.68306  0.54081  2.13549
O  -1.47061  0.88926  1.46976
C  -2.07277  0.39746  2.69563
C  -1.72270  -1.07373  2.90609
H  -2.01079  -1.64900  2.03059
H  -0.65450  -1.18859  3.06797
H  -2.25346  -1.45611  3.77342
C  -3.57368  0.56735  2.46230
H  -4.12584  0.19983  3.32185
H  -3.81145  1.61696  2.31026
H  -3.87404  0.01417  1.57706
C  -1.61791  1.24524  3.88343
H  -1.83235  2.29592  3.69832
H  -0.55025  1.12674  4.04577
H  -2.14713  0.93063  4.77828
H  -0.56051  1.81377  -0.43291
C  2.52528  0.84096  -0.49988
O  3.72557  1.04022  -0.39419
N  1.95295  -0.25528  -1.01109
H  0.94719  -0.29382  -0.89738
C  2.57261  -1.54498  -1.28122
C  3.62607  -1.52372  -2.41107
O  3.49454  -2.24008  -3.38114
N  4.67651  -0.72472  -2.19768
H  4.64730  -0.03617  -1.44626
H  5.37757  -0.65691  -2.91742
H  1.77558  -2.19078  -1.66065
C  3.16490  -2.16869  -0.00885
C  2.14124  -2.26357  1.13509
C  0.91718  -3.03888  0.71230
O  0.71959  -4.20668  0.91075
O  0.05426  -2.25177  0.04790
C  -1.11253  -2.88159  -0.49031
C  -2.04465  -1.81172  -0.98218
C  -3.35362  -1.74102  -0.52729
C  -4.19790  -0.73914  -0.97577
C  -3.73680  0.20915  -1.87177
C  -2.43392  0.13910  -2.33542
C  -1.59460  -0.86989  -1.89970
H  -0.58818  -0.93867  -2.28624
H  -2.07587  0.86420  -3.05226
H  -4.39341  0.99484  -2.21439
H  -5.21821  -0.69831  -0.62334
H  -3.71833  -2.47810  0.17416
H  -1.57648  -3.50296  0.28290
H  -0.80410  -3.54203  -1.31199
H  2.59979  -2.78653  1.97430
H  1.84008  -1.26441  1.45464
H  3.53453  -3.16516  -0.25713
H  4.00446  -1.56223  0.33292
H  1.92177  2.34766  0.84263

Output
Net charge   0
Frontier orbital gap   9.854 eV


Question: Among the records above, which one has the highest net charge?
Answer: C4H11NO2